1.
Molecular formula: C8H14N
Method: DFT, the ωB97M-V functional and the def2-TZVPD basis

XYZ file:
```
23
Properties=species:S:1:pos:R:3:lowdin_charge:R:1
C 1.31343 -0.50888 -0.58388 0.00
C 1.20084 0.53469 -1.34919 -0.13
C 0.98169 1.89651 -1.78424 0.06
C -0.21031 0.97272 -1.32774 -0.19
C -0.80342 0.56986 -0.02636 -0.21
C 0.00504 -0.92610 0.21102 -0.36
C -0.58070 1.43900 1.21372 -0.05
C -0.73167 -2.08373 -0.40962 -0.04
N 0.39689 -1.17116 1.67926 0.26
H 2.17828 -1.09605 -0.32562 0.11
H 1.24758 2.62601 -1.07323 0.10
H 0.92687 2.23535 -2.81655 0.13
H -0.89831 0.64413 -2.08676 0.14
H -1.84439 0.37481 -0.17682 0.13
H 0.41658 1.42090 1.41910 0.05
H -1.21742 1.22089 2.16996 0.14
H -0.86838 2.46492 1.14218 0.09
H -1.71369 -2.20732 0.19326 0.12
H -0.14047 -3.02491 -0.36872 0.10
H -1.14540 -1.83551 -1.49650 0.15
H 1.31602 -1.28226 1.54682 0.08
H 0.01473 -2.03129 2.11219 0.19
H 0.15620 -0.23259 2.13770 0.16
```

Output
Net charge: +1
ΔE to the lowest compared entry with this formula, charge and spin, kcal/mol: 63.07
Structure (SMILES): C[C@H]1[C@H]2CC2=C[C@@]1(C)[NH3+]
LUMO, eV: -3.19
Orbital gap, eV: 9.56

---

2.
Molecular formula: C8H14N2
Method: DFT, the ωB97M-V functional and the def2-TZVPD basis

XYZ file:
```
24
Properties=species:S:1:pos:R:3:lowdin_charge:R:1
C 2.97276 0.86149 0.00498 -0.35
C 1.21822 0.43454 -1.67081 -0.25
C -0.13178 0.83900 -1.05960 -0.16
C 2.28741 -0.09974 -0.73316 -0.11
C -0.00184 -0.01165 1.32059 -0.11
C -0.84267 -0.05889 0.02367 -0.51
C -1.15095 -1.46232 -0.37691 -0.04
C -2.14235 0.68286 0.54546 -0.02
N 3.64799 1.72246 0.38698 0.10
N 0.13879 -0.92985 2.30026 0.11
H 1.01234 -0.33138 -2.42895 0.10
H 1.48958 1.26327 -2.31792 0.11
H 0.10563 1.77497 -0.57781 0.09
H -0.88701 1.01449 -1.98805 0.17
H 2.46304 -1.21351 -0.79231 0.10
H 0.45643 0.95854 1.55925 0.13
H -0.28766 -2.10334 -0.18584 0.10
H -1.11861 -1.43734 -1.37262 0.04
H -2.12096 -1.75342 -0.10149 0.08
H -1.91411 1.74549 0.50109 0.09
H -2.26472 0.35912 1.57865 0.08
H -2.97357 0.35802 0.02498 0.05
H 0.37273 -0.75037 3.23404 0.08
H -0.32870 -1.86245 2.12554 0.13
```

Output
ΔE to the lowest compared entry with this formula, charge and spin, kcal/mol: 104.44
LUMO (alpha / beta), eV: -0.50 / 0.50
Orbital gap (alpha / beta), eV: 5.40 / 7.92

---

3.
Molecular formula: C8H14N2
Method: DFT, the ωB97M-V functional and the def2-TZVPD basis

XYZ file:
```
24
Properties=species:S:1:pos:R:3:lowdin_charge:R:1
C 2.23696 -1.13184 0.48767 -0.16
C 1.22556 -0.74769 -0.27225 -0.29
C 0.15257 0.09654 0.43384 -0.48
C 1.15951 -0.64665 -1.74548 -0.06
C -0.21654 -0.57158 1.73449 -0.09
C 0.82546 1.56040 0.64003 -0.01
C -3.30140 -0.61304 -1.05694 -0.07
C -2.03260 -0.61042 -0.20880 -0.24
N 3.18934 -1.19091 1.27299 0.15
N -1.20955 0.34478 -0.29545 0.10
H 0.75242 0.33900 -2.13070 0.11
H 0.41382 -1.33816 -2.06790 0.05
H 2.16103 -0.97375 -2.16820 0.10
H -0.97780 0.09130 2.24168 0.11
H 0.70941 -0.76604 2.30029 0.08
H -0.62938 -1.59350 1.64553 0.07
H 0.03248 2.28966 0.29425 0.08
H 1.74522 1.39888 0.09554 0.06
H 1.06145 1.88858 1.68596 0.08
H -3.62436 0.39110 -1.22318 0.06
H -3.12660 -1.22122 -1.98903 0.10
H -4.06982 -1.16146 -0.59670 0.04
H 3.37197 -2.02299 1.87823 0.09
H -1.76772 -1.66164 -0.06693 0.12
```

Output
ΔE to the lowest compared entry with this formula, charge and spin, kcal/mol: 83.19
Structure (SMILES): C/C=N/C(C)(C)C(C)=C=N
LUMO, eV: 0.81
Orbital gap, eV: 9.10

---

4.
Molecular formula: C8H14N2O
Method: DFT, the ωB97M-V functional and the def2-TZVPD basis

XYZ file:
```
25
Properties=species:S:1:pos:R:3:lowdin_charge:R:1
C 0.39529 0.44511 -0.06743 -0.06
C 1.19547 -1.67542 0.68173 -0.16
C -1.28883 -2.50290 0.34829 -0.19
C -0.35298 -1.34104 -1.39728 -0.09
C 0.09964 -2.30135 -0.33297 -0.22
C -0.87835 2.31947 0.65919 -0.08
C 1.63697 2.61093 0.25955 -0.07
C 0.33533 1.91107 -0.17480 -0.41
N 1.14297 -0.24990 0.66669 0.01
N -1.74763 -1.35492 -1.54653 -0.01
O -2.26991 -1.70743 -0.22800 -0.10
H 1.22803 -1.92434 1.67976 0.08
H 2.21225 -1.89640 0.10148 0.15
H -1.38543 -3.56329 0.21530 0.11
H -1.22993 -2.19846 1.32668 0.10
H 0.15359 -1.04677 -2.38489 0.14
H 0.46578 -3.21871 -0.67981 0.11
H -0.89751 1.94852 1.69589 0.08
H -1.88396 2.10373 0.34249 0.06
H -0.73785 3.47766 0.74025 0.10
H 2.10273 2.04826 1.04316 0.06
H 1.48936 3.71415 0.46302 0.09
H 2.37433 2.71314 -0.53544 0.07
H 0.08273 2.19293 -1.13322 0.10
H -2.24209 -0.50402 -1.74310 0.12
```

Output
ΔE to the lowest compared entry with this formula, charge and spin, kcal/mol: 131.70
LUMO, eV: 0.91
Orbital gap, eV: 7.89